The following is a DFT calculation (ωB97M-V/def2-TZVPD) of C5H8O as an isolated structure.

The geometry in ORCA input format:
```
! wB97M-V def2-TZVPD RIJCOSX def2/J DEFGRID3
* xyz 0 1
O -0.06 1.64 1.53
C -0.18 1.12 0.44
C -1.30 0.16 0.00
C -0.45 -1.11 -0.28
C 0.91 -0.58 0.23
C 0.99 0.81 -0.48
H -2.02 0.01 0.81
H -1.82 0.57 -0.87
H -0.80 -2.00 0.27
H -0.44 -1.39 -1.35
H 1.80 -1.19 0.26
H 0.74 -0.22 1.28
H 1.90 1.37 -0.27
H 0.75 0.81 -1.56
*
```

The total energy comes out at -270.50699 Eh. The calculation puts the HOMO-LUMO gap at 10.37 eV.

The following is a DFT calculation (ωB97M-V/def2-TZVPD) of C23H54GeHfO8Si3 as an isolated structure.

The geometry in ORCA input format:
```
! wB97M-V def2-TZVPD RIJCOSX def2/J DEFGRID3
* xyz 3 2
Hf -0.89 0.47 -0.90
C -0.36 2.54 1.59
C -1.85 2.76 1.45
O -2.26 1.88 0.38
C -3.70 1.83 0.19
C -3.96 1.96 -1.29
O -3.06 1.06 -1.96
C -3.20 1.11 -3.39
C -2.32 0.03 -3.95
O -1.03 0.21 -3.36
C -0.01 -0.58 -3.98
C 1.14 -0.66 -2.98
O 1.08 0.49 -2.10
C 1.59 1.72 -2.66
C 0.45 2.56 -3.19
O -0.61 2.57 -2.19
C -0.69 3.81 -1.47
C 0.35 3.75 -0.37
O 0.20 2.46 0.27
H -0.15 1.57 2.05
H 0.12 3.32 2.17
H -2.12 3.78 1.18
H -2.38 2.48 2.37
H -4.15 2.67 0.72
H -4.07 0.89 0.61
H -3.77 2.97 -1.66
H -4.99 1.69 -1.52
H -2.91 2.11 -3.73
H -4.25 0.93 -3.65
H -2.24 0.13 -5.04
H -2.69 -0.97 -3.72
H 0.27 -0.11 -4.93
H -0.38 -1.59 -4.19
H 2.12 -0.69 -3.47
H 1.05 -1.52 -2.33
H 2.32 1.49 -3.44
H 2.12 2.21 -1.84
H 0.02 2.15 -4.10
H 0.78 3.58 -3.39
H -1.71 3.86 -1.08
H -0.54 4.66 -2.14
H 0.24 4.55 0.36
H 1.36 3.80 -0.76
C -3.39 -2.67 -0.86
C -2.38 -1.60 -0.76
O -2.44 -0.66 0.10
O -1.38 -1.50 -1.54
H -3.39 -3.24 0.07
H -3.18 -3.33 -1.70
H -4.38 -2.22 -0.95
C 3.83 -0.70 -0.46
Si 3.17 0.04 1.14
C 3.99 -0.72 2.63
C 3.37 1.90 1.15
Ge 0.82 -0.70 0.84
Si 0.41 -0.76 3.50
C 1.21 -2.24 4.25
C 1.08 0.84 4.22
C -1.46 -0.83 3.42
Si 0.89 -3.18 0.75
C 2.46 -3.80 1.55
C 0.93 -3.88 -1.00
C -0.64 -3.80 1.64
H 4.92 -0.72 -0.37
H 3.59 -0.08 -1.32
H 3.51 -1.72 -0.64
H 5.04 -0.41 2.60
H 3.97 -1.81 2.62
H 3.59 -0.36 3.57
H 4.40 2.12 0.86
H 3.23 2.34 2.13
H 2.72 2.40 0.45
H 2.30 -2.24 4.17
H 0.82 -3.19 3.90
H 0.97 -2.16 5.32
H 1.86 1.31 3.64
H 1.51 0.60 5.20
H 0.29 1.57 4.40
H -1.80 -1.85 3.57
H -1.91 -0.47 2.49
H -1.84 -0.22 4.24
H 3.34 -3.56 0.95
H 2.40 -4.89 1.59
H 2.64 -3.45 2.57
H 1.89 -3.68 -1.49
H 0.12 -3.60 -1.65
H 0.88 -4.96 -0.87
H -0.42 -4.03 2.69
H -0.98 -4.73 1.19
H -1.47 -3.10 1.64
*
```

The total energy comes out at -4503.33677 Eh. The calculation puts the HOMO-LUMO gap (alpha / beta) at 7.93 / 5.88 eV. The expectation value of S² is 0.754.

The following is a DFT calculation (ωB97M-V/def2-TZVPD) of a 4-piece molecular cluster, C5H20N2O3 overall.

The geometry in ORCA input format:
```
! wB97M-V def2-TZVPD RIJCOSX def2/J DEFGRID3
* xyz 0 1
N 1.26 0.42 -2.09
C 0.28 -0.53 -2.57
C -0.93 -0.49 -1.56
C -0.65 -1.08 -0.19
C -1.98 -1.12 0.61
C -2.64 0.19 0.92
N -1.72 1.14 1.44
H 2.19 0.08 -2.35
H 1.32 0.52 -1.08
H 0.56 -1.59 -2.50
H -0.26 -0.15 -3.43
H -1.81 -0.97 -2.02
H -1.12 0.57 -1.50
H -0.17 -2.07 -0.30
H 0.07 -0.46 0.33
H -2.70 -1.84 0.28
H -1.62 -1.55 1.56
H -3.24 0.55 0.00
H -3.53 0.15 1.62
H -2.14 2.03 1.69
H -0.90 1.35 0.88
O 2.57 -0.91 0.33
H 2.07 -1.73 0.42
H 2.52 -0.62 1.27
O 1.80 0.40 2.59
H 0.86 0.62 2.60
H 2.24 1.14 3.02
O 2.22 2.14 0.08
H 2.69 1.53 0.65
H 2.77 2.28 -0.70
*
```

The total energy comes out at -537.69940 Eh. The calculation puts the HOMO-LUMO gap at 9.26 eV. The SMILES is NCCCCCN.O.O.O.

The following is a DFT calculation (ωB97M-V/def2-TZVPD) of the molecule C6H11NO.

The geometry in ORCA input format:
```
! wB97M-V def2-TZVPD RIJCOSX def2/J DEFGRID3
* xyz 0 1
C -2.01 1.05 0.13
C -1.59 -0.98 -0.54
C 1.60 1.57 -0.08
C 1.56 -1.37 -0.07
N -0.80 -1.42 0.54
C 0.35 0.80 0.20
C 0.31 -0.58 0.20
O -0.74 1.58 0.10
H -1.18 -1.31 1.47
H -2.28 0.60 1.08
H -2.71 1.80 -0.19
H -1.25 -1.29 -1.52
H -2.67 -1.02 -0.49
H 2.39 1.33 0.64
H 1.99 1.38 -1.09
H 1.38 2.64 -0.02
H 2.18 -1.40 0.83
H 1.31 -2.40 -0.32
H 2.16 -0.97 -0.88
*
```

The total energy comes out at -365.06253 Eh. The calculation puts the HOMO-LUMO gap at 8.78 eV.

The following is a DFT calculation (ωB97M-V/def2-TZVPD) of C15H41BrFN7O6P2S as an isolated structure.

The geometry in ORCA input format:
```
! wB97M-V def2-TZVPD RIJCOSX def2/J DEFGRID3
* xyz 0 1
O 0.27 -3.63 -2.30
C 0.62 -2.63 -2.83
O 1.83 -2.59 -3.50
C -0.19 -1.36 -2.85
C -1.26 -1.33 -3.96
N -2.64 -1.52 -3.45
Br -3.82 -1.14 -4.88
S -2.95 -3.13 -3.02
O -2.18 -4.07 -3.76
O -4.36 -3.34 -3.07
F -2.54 -3.16 -1.54
H 1.66 -2.64 -4.45
H 0.50 -0.54 -3.08
H -0.61 -1.15 -1.87
H -1.24 -0.34 -4.40
H -1.02 -2.01 -4.79
O 2.60 0.87 -2.09
P 3.66 1.45 -1.20
N 4.34 2.62 -2.25
C 5.73 2.97 -2.43
C 3.47 3.76 -2.49
N 4.66 0.03 -1.02
C 5.73 -0.26 -1.95
C 3.85 -1.18 -0.82
N 4.25 2.17 0.30
C 5.55 1.83 0.83
C 3.24 2.10 1.37
H 6.11 3.65 -1.64
H 5.86 3.48 -3.39
H 6.38 2.10 -2.47
H 3.52 4.48 -1.66
H 2.44 3.43 -2.60
H 3.75 4.27 -3.41
H 5.43 -0.18 -3.00
H 6.11 -1.27 -1.79
H 6.60 0.39 -1.78
H 3.47 -1.58 -1.77
H 3.00 -0.98 -0.17
H 4.46 -1.95 -0.34
H 5.61 0.81 1.20
H 5.74 2.51 1.67
H 6.35 2.00 0.11
H 3.10 1.07 1.74
H 2.27 2.45 1.00
H 3.52 2.73 2.21
O -2.28 -0.08 1.18
P -3.14 -0.42 2.37
N -4.20 -1.57 1.69
C -5.62 -1.73 1.90
C -3.55 -2.84 1.41
N -3.87 1.16 2.59
C -5.11 1.51 1.91
C -2.91 2.24 2.42
N -3.40 -0.87 4.05
C -4.47 -0.30 4.83
C -2.14 -0.84 4.83
H -5.86 -2.26 2.83
H -6.04 -2.31 1.07
H -6.15 -0.78 1.89
H -3.46 -3.46 2.31
H -2.55 -2.68 1.01
H -4.11 -3.40 0.65
H -5.10 1.27 0.84
H -5.31 2.57 2.02
H -5.97 1.02 2.38
H -2.73 2.48 1.36
H -1.95 1.99 2.87
H -3.27 3.14 2.92
H -4.31 0.76 5.06
H -4.52 -0.85 5.78
H -5.44 -0.42 4.35
H -1.80 0.18 5.01
H -1.35 -1.37 4.29
H -2.27 -1.34 5.79
*
```

The total energy comes out at -5185.49449 Eh. The calculation puts the HOMO-LUMO gap at 7.99 eV.

The following is a DFT calculation (ωB97M-V/def2-TZVPD) of a 9-piece molecular cluster, C33H83BN2O14P2S overall.

The geometry in ORCA input format:
```
! wB97M-V def2-TZVPD RIJCOSX def2/J DEFGRID3
* xyz 0 1
C -3.04 -3.91 -3.59
B -1.71 -4.67 -3.30
O -1.43 -5.84 -3.95
N -0.59 -4.16 -2.36
P 0.18 -5.71 -1.79
S -1.09 -6.87 -0.90
C -1.22 -3.56 -1.13
C -1.19 -2.05 -1.04
C -2.28 -1.57 -0.06
O -2.03 -0.55 0.61
O -3.32 -2.24 0.03
N -1.27 -1.50 -2.41
P -1.58 0.24 -2.40
C -3.41 0.43 -2.35
O -1.13 0.90 -3.86
C 0.04 -1.75 -3.01
C 0.30 -3.27 -3.20
C 1.81 -3.56 -3.18
C 2.60 -3.29 -1.90
O 3.69 -3.80 -1.81
O 2.13 -2.54 -0.85
H -2.89 -3.08 -4.28
H -3.61 -3.60 -2.71
H -3.69 -4.61 -4.13
H -1.97 -6.57 -3.62
H 0.88 -6.31 -2.84
H 1.07 -5.25 -0.78
H -0.69 -3.94 -0.25
H -2.25 -3.88 -0.97
H -0.24 -1.69 -0.64
H -3.71 0.46 -1.31
H -3.90 -0.43 -2.83
H -3.75 1.34 -2.85
H -1.63 0.47 -4.59
H 0.85 -1.26 -2.46
H 0.02 -1.30 -4.00
H 0.00 -3.44 -4.24
H 2.08 -4.56 -3.52
H 2.24 -2.90 -3.94
H 1.67 -3.15 -0.27
C 7.78 -6.01 -2.16
C 6.71 -7.05 -1.86
C 5.80 -7.28 -3.06
O 5.93 -6.63 -0.74
H 7.31 -5.05 -2.40
H 8.41 -5.85 -1.29
H 8.40 -6.32 -3.00
H 7.19 -7.99 -1.57
H 5.28 -6.36 -3.33
H 5.04 -8.02 -2.82
H 6.37 -7.62 -3.92
H 5.50 -5.80 -0.97
C -0.84 2.67 3.49
C 0.43 1.95 3.06
C 1.00 2.55 1.79
O 0.14 0.57 2.85
H -1.61 2.59 2.72
H -1.25 2.22 4.40
H -0.65 3.73 3.68
H 1.17 2.00 3.86
H 0.29 2.46 0.96
H 1.90 2.01 1.49
H 1.25 3.60 1.92
H -0.52 0.51 2.14
C 5.74 2.04 1.67
C 4.93 1.53 0.49
C 4.76 0.03 0.54
O 5.59 1.90 -0.73
H 6.74 1.60 1.67
H 5.87 3.12 1.62
H 5.25 1.79 2.62
H 3.96 2.02 0.47
H 5.73 -0.48 0.50
H 4.18 -0.32 -0.32
H 4.24 -0.28 1.45
H 6.46 1.48 -0.73
C -1.46 6.80 2.35
C -2.66 5.88 2.19
C -3.90 6.65 1.77
O -2.91 5.20 3.42
H -1.65 7.55 3.12
H -0.58 6.23 2.65
H -1.23 7.32 1.41
H -2.44 5.11 1.45
H -4.16 7.39 2.53
H -4.75 5.98 1.67
H -3.75 7.16 0.82
H -3.10 5.86 4.09
C -4.08 3.26 -5.89
C -2.81 2.53 -6.28
C -2.24 3.08 -7.58
O -3.08 1.13 -6.43
H -4.85 3.14 -6.65
H -4.48 2.85 -4.96
H -3.90 4.33 -5.75
H -2.07 2.63 -5.49
H -2.95 2.95 -8.40
H -1.33 2.54 -7.86
H -2.00 4.14 -7.49
H -3.73 1.03 -7.13
C 3.64 -0.27 4.73
C 4.96 -0.66 5.37
C 5.73 -1.64 4.49
O 4.72 -1.25 6.65
H 3.00 -1.15 4.59
H 3.09 0.42 5.37
H 3.79 0.20 3.76
H 5.56 0.23 5.54
H 5.16 -2.56 4.35
H 6.67 -1.92 4.96
H 5.94 -1.21 3.51
H 4.19 -2.04 6.52
C -1.51 4.68 7.12
C -0.19 4.30 7.77
C 0.59 3.32 6.91
O -0.44 3.72 9.05
H -2.14 3.80 6.98
H -2.06 5.38 7.75
H -1.35 5.15 6.14
H 0.41 5.19 7.94
H 0.02 2.40 6.76
H 1.53 3.04 7.39
H 0.81 3.75 5.93
H -0.97 2.93 8.92
C -7.74 -0.21 -2.63
C -7.13 0.23 -1.31
C -8.20 0.75 -0.36
O -6.16 1.25 -1.54
H -8.23 0.64 -3.13
H -6.96 -0.57 -3.31
H -8.47 -1.00 -2.49
H -6.61 -0.61 -0.85
H -8.71 1.62 -0.78
H -7.75 1.06 0.59
H -8.95 -0.02 -0.14
H -6.60 2.00 -1.94
*
```

The total energy comes out at -3575.75524 Eh. The calculation puts the HOMO-LUMO gap at 6.67 eV. The SMILES is CB(O)[N@+]1([PH2]=S)C[C@H](C(=O)[O-])N(P(C)O)C[C@H]1CC(=O)O.CC(C)O.CC(C)O.CC(C)O.CC(C)O.CC(C)O.CC(C)O.CC(C)O.CC(C)O.

The following is a DFT calculation (ωB97M-V/def2-TZVPD) of C26H34KN4O2 as an isolated structure.

The geometry in ORCA input format:
```
! wB97M-V def2-TZVPD RIJCOSX def2/J DEFGRID3
* xyz -1 1
K 0.62 0.20 -0.17
C 0.85 -0.11 -3.40
N -0.15 0.89 -3.06
C -1.46 0.64 -3.66
C -2.64 0.53 -2.70
C -2.63 -0.67 -1.72
N -2.05 -0.33 -0.45
C -2.81 -0.20 0.56
C -2.46 0.22 1.92
C -3.51 0.80 2.65
C -3.35 1.32 3.91
C -2.08 1.26 4.49
C -1.03 0.66 3.84
C -1.16 0.06 2.54
O -0.21 -0.59 2.02
C 0.38 2.22 -3.34
C -0.35 3.41 -2.71
C -0.40 3.37 -1.18
N 0.81 2.78 -0.68
C 1.57 3.35 0.16
C 2.77 2.76 0.75
C 3.37 3.45 1.81
C 4.46 2.99 2.51
C 5.01 1.76 2.14
C 4.49 1.05 1.09
C 3.38 1.50 0.31
O 3.00 0.85 -0.71
H 1.16 -0.04 -4.46
H 0.44 -1.10 -3.23
H 1.73 0.01 -2.77
H -1.41 -0.28 -4.25
H -1.69 1.44 -4.39
H -3.55 0.46 -3.31
H -2.73 1.45 -2.11
H -2.04 -1.48 -2.16
H -3.66 -1.05 -1.60
H -3.89 -0.39 0.43
H -4.49 0.85 2.17
H -4.18 1.78 4.43
H -1.91 1.68 5.48
H -0.05 0.60 4.30
H 0.41 2.39 -4.44
H 1.41 2.23 -2.97
H -1.37 3.49 -3.11
H 0.18 4.31 -3.04
H -1.23 2.71 -0.89
H -0.61 4.37 -0.77
H 1.32 4.36 0.52
H 2.92 4.40 2.10
H 4.87 3.57 3.34
H 5.86 1.36 2.69
H 4.92 0.10 0.80
C -0.38 -5.79 -0.21
C 0.25 -4.63 0.56
C 1.59 -5.06 1.17
C -0.70 -4.10 1.64
C 0.50 -3.51 -0.37
N 0.58 -2.58 -1.04
H -0.57 -6.61 0.48
H 0.28 -6.14 -1.00
H -1.33 -5.48 -0.66
H 1.41 -5.88 1.87
H 2.05 -4.23 1.72
H 2.28 -5.40 0.41
H -0.90 -4.91 2.36
H -1.64 -3.78 1.21
H -0.26 -3.25 2.17
*
```

The total energy comes out at -1980.66247 Eh. The calculation puts the HOMO-LUMO gap at 6.05 eV.

The following is a DFT calculation (ωB97M-V/def2-TZVPD) of a 2-piece molecular cluster, C4H12NO3 overall.

The geometry in ORCA input format:
```
! wB97M-V def2-TZVPD RIJCOSX def2/J DEFGRID3
* xyz -1 1
C 0.72 -0.18 0.17
C 0.77 -1.23 -1.01
C -0.16 -2.48 -0.89
O -1.48 -2.19 -0.48
N -0.65 0.38 0.36
C -0.66 1.22 1.67
O 0.03 2.36 1.65
H 0.97 -0.63 1.13
H 1.38 0.64 -0.05
H 0.74 -0.66 -1.95
H 1.76 -1.67 -0.91
H -0.23 -2.93 -1.89
H 0.23 -3.25 -0.21
H -1.46 -1.22 0.06
H -1.07 0.96 -0.35
H -1.76 1.41 1.79
H -0.37 0.46 2.43
H 0.57 2.64 0.23
H -0.06 3.41 -1.00
O 0.74 2.95 -0.74
*
```

The total energy comes out at -440.07743 Eh. The calculation puts the HOMO-LUMO gap at 7.60 eV.